(1)
A molecular structure, C22H31BiNO2SSi2Te in a non-equilibrium geometry. Source: OMol25; level of theory: ωB97M-V/def2-TZVPD.

The calculation puts the max |F| at 1.177 eV/A. The value obtained for the energy is -68622.30665 eV. The calculation puts the LUMO energy at -0.122 Ha. The HOMO-LUMO gap comes out at 7.6 eV. The value obtained for the energy above the lowest of the compared OMol25 structures with the same formula, charge and spin is 35.4 kJ/mol.

The geometry in ORCA input format:
```
! RIJCOSX wB97M-V def2-TZVPD def2/J DEFGRID3
* xyz 1 1
Bi 1.17942 -1.75263 -1.17389
O 4.17290 -3.32397 -0.55486
C 3.63720 -2.51380 0.15595
O 3.12637 -1.35385 -0.30149
C 3.38307 -2.66241 1.61682
C 4.43425 -2.67580 2.52448
C 4.18436 -2.72406 3.88553
C 2.87435 -2.75916 4.34154
C 1.81853 -2.75096 3.44476
C 2.06555 -2.70821 2.07598
S 0.63383 -2.87227 1.02000
H 5.44648 -2.63685 2.14233
H 5.00843 -2.73561 4.58558
H 2.67068 -2.79904 5.40339
H 0.79544 -2.79437 3.79638
N -1.33825 -1.41906 -1.11676
C -2.43124 -1.76193 -0.99823
C -3.78627 -2.15355 -0.86775
C -4.29479 -2.51949 0.38249
C -5.62865 -2.86352 0.48998
C -6.44758 -2.84561 -0.63194
C -5.93754 -2.48832 -1.87403
C -4.60690 -2.14040 -2.00163
H -3.64226 -2.53566 1.24543
H -6.03152 -3.14720 1.45253
H -7.49104 -3.11514 -0.53912
H -6.57765 -2.48023 -2.74539
H -4.19413 -1.86160 -2.96180
C -3.07950 3.38474 0.58812
Si -1.68492 2.27393 1.17820
C -0.52454 3.16397 2.36247
C -2.27414 0.65133 1.94535
C -0.66398 1.78187 -0.36689
Te 1.03056 0.63007 0.28209
C 2.55859 1.80880 -0.64246
Si 2.66280 1.97940 -2.55007
C 1.00393 2.56111 -3.23280
C 4.01862 3.26366 -2.76021
C 3.11284 0.35709 -3.39809
H -3.68605 3.73069 1.42762
H -3.74140 2.86977 -0.11052
H -2.68082 4.26741 0.08450
H -1.06260 3.54929 3.22996
H -0.02985 4.01069 1.88073
H 0.24920 2.48580 2.73029
H -2.59890 0.78663 2.97830
H -1.46158 -0.08115 1.95078
H -3.11351 0.22347 1.39176
H -0.28781 2.65061 -0.90482
H -1.25115 1.17244 -1.05262
H 3.47962 1.35288 -0.27495
H 2.46528 2.79518 -0.18290
H 0.66127 3.48123 -2.75487
H 0.22480 1.80426 -3.11294
H 1.09876 2.76780 -4.30114
H 3.74452 4.20729 -2.28468
H 4.21995 3.46603 -3.81376
H 4.94866 2.91768 -2.30468
H 2.22833 -0.21588 -3.69086
H 3.74439 -0.27433 -2.77210
H 3.66561 0.57094 -4.31507
*
```

Atomic partial charges in e from the Löwdin method, atoms 1 to 4: atom 1 (Bi): 1.27, atom 2 (O): 0.12, atom 3 (C): -0.64, atom 4 (O): -0.45



(2)
A molecular structure, C22H31ClIrN7O2PS2Se in a non-equilibrium geometry. Source: OMol25; level of theory: ωB97M-V/def2-TZVPD.

The calculation puts the max |F| at 4.557 eV/A. The value obtained for the energy is -149507.38149 eV. The calculation puts the LUMO energy at -0.126 Ha. The HOMO-LUMO gap comes out at 7.0 eV. The value obtained for the energy above the lowest of the compared OMol25 structures with the same formula, charge and spin is 243.3 kJ/mol.

The geometry in ORCA input format:
```
! RIJCOSX wB97M-V def2-TZVPD def2/J DEFGRID3
* xyz 1 1
Ir 0.00601 -0.46357 0.12128
Se 5.52521 -0.58597 5.82018
N 3.76831 -0.50127 5.82528
C 3.33021 -0.44767 4.58238
C 1.94831 -0.36237 4.20818
C 0.92101 -0.44947 5.14518
C -0.38799 -0.37377 4.70768
C -0.62889 -0.18717 3.35078
N 0.33661 -0.09747 2.44728
C 1.62601 -0.21547 2.83698
C 2.66071 -0.27507 1.82888
N 2.30341 -0.27067 0.52568
C 3.22331 -0.41727 -0.41162
C 4.58091 -0.52417 -0.13202
C 4.98301 -0.52917 1.18918
C 4.02031 -0.42487 2.19148
C 4.35551 -0.47377 3.58578
N 5.58401 -0.54697 4.06168
H 1.18221 -0.58537 6.18368
H -1.21219 -0.45597 5.39648
H -1.63919 -0.10207 2.97028
H 2.86071 -0.45347 -1.43082
H 5.29121 -0.60737 -0.93722
H 6.01701 -0.62327 1.47748
C -2.79749 -2.21617 -4.88042
C -2.82229 -0.85047 -4.22402
O -3.00619 -0.90977 -2.80142
P -2.00739 -1.60417 -1.76302
S -0.06849 -1.48327 -2.29972
S -2.50239 -0.74457 0.00448
O -2.30959 -3.16977 -1.77162
C -3.58729 -3.74457 -1.43982
C -3.62499 -5.15267 -1.99452
H -2.75259 -2.08697 -5.95852
H -3.69729 -2.77377 -4.62782
H -1.92029 -2.77577 -4.55922
H -3.66909 -0.24747 -4.56382
H -1.88949 -0.31687 -4.43042
H -4.38859 -3.13287 -1.86362
H -3.68839 -3.74827 -0.35082
H -3.56769 -5.14297 -3.07892
H -4.55199 -5.63247 -1.69422
H -2.78909 -5.72687 -1.60552
C -0.27749 1.84553 -2.65052
N -0.66349 2.83853 -1.68472
C -1.94379 3.46143 -1.93952
C -0.10719 2.84963 -0.44532
N 0.40101 1.76763 0.08398
N -0.06359 4.06103 0.17418
C 0.23371 4.15353 1.58528
C 0.12611 5.28113 -0.58432
H -0.14989 2.33383 -3.61832
H -1.03559 1.06513 -2.76272
H 0.66271 1.38343 -2.35292
H -2.73469 2.70543 -1.91722
H -1.94679 3.93343 -2.92262
H -2.16669 4.20673 -1.18412
H 0.97581 1.96403 0.89618
H -0.24799 3.33643 2.12028
H -0.16209 5.09693 1.95818
H 1.31081 4.12863 1.78458
H 0.18901 5.05563 -1.64662
H 1.06271 5.75703 -0.28102
H -0.69359 5.98323 -0.41422
Cl 1.56221 -3.01377 2.13548
C 0.43041 -2.64207 0.87148
H -0.55029 -2.98707 1.18928
H 0.77371 -3.13197 -0.03592
*
```

Atomic partial charges in e from the Löwdin method, atoms 1 to 4: atom 1 (Ir): 0.79, atom 2 (Se): 1.18, atom 3 (N): -0.23, atom 4 (C): -0.33



(3)
A single C22H31N3O4 molecule. Source: OMol25; level of theory: ωB97M-V/def2-TZVPD.

The calculation puts the max |F| at 0.339 eV/A. The value obtained for the energy is -35979.72376 eV. The calculation puts the LUMO energy at 0.020 Ha. Its SMILES is CCOC(=O)[C@@]1(CC(=O)N[C@@H](Cc2cccnc2)C2CCCC2)CCCNC1=O. The HOMO-LUMO gap comes out at 9.6 eV. The value obtained for the energy above the lowest of the compared OMol25 structures with the same formula, charge and spin is 54.6 kJ/mol.

The geometry in ORCA input format:
```
! RIJCOSX wB97M-V def2-TZVPD def2/J DEFGRID3
* xyz 0 1
C -3.60091 -0.62794 -2.43936
C -3.40700 -1.24638 -1.07817
O -1.98764 -1.25086 -0.80671
C -1.63722 -1.73894 0.38245
O -2.39318 -2.27561 1.14677
C -0.15712 -1.47793 0.69115
C -0.04322 -0.03051 1.22788
C -0.97620 0.98603 0.57260
O -2.07810 1.21343 1.05240
N -0.49585 1.61078 -0.52191
C -1.35237 2.48346 -1.31679
C -1.43369 3.86358 -0.62523
C -0.13994 4.62662 -0.54313
C 0.87290 4.26967 0.34150
C 2.06205 4.97833 0.33764
C 2.20114 6.04063 -0.54306
N 1.23464 6.42892 -1.36937
C 0.10122 5.73289 -1.35253
C -0.88491 2.44320 -2.78637
C -1.33086 3.63015 -3.68545
C -0.08945 4.07981 -4.47445
C 0.84555 2.87438 -4.41563
C 0.64656 2.37033 -2.99038
C 0.30362 -2.47564 1.75906
C 0.28017 -3.89599 1.21438
C 1.22121 -4.02885 0.03280
N 1.08207 -2.90360 -0.88836
C 0.69592 -1.64226 -0.57178
O 1.01034 -0.69902 -1.28207
H -4.66103 -0.62625 -2.69360
H -3.24427 0.40189 -2.45001
H -3.06303 -1.19033 -3.20275
H -3.89361 -0.67276 -0.28902
H -3.77306 -2.27210 -1.03491
H -0.32416 -0.04544 2.28031
H 0.99582 0.29018 1.14104
H 0.28874 1.15132 -0.96480
H -2.36861 2.08073 -1.26135
H -2.19211 4.47327 -1.11842
H -1.80671 3.66547 0.38151
H 0.72686 3.44320 1.02511
H 2.86920 4.71991 1.01016
H 3.12170 6.61293 -0.57709
H -0.67565 6.08127 -2.02656
H -1.29706 1.52111 -3.20675
H -2.11097 3.29405 -4.37157
H -1.76495 4.45009 -3.11758
H -0.33215 4.39454 -5.48962
H 0.39027 4.92534 -3.97658
H 0.52230 2.10884 -5.12833
H 1.88305 3.12181 -4.64136
H 1.15762 3.04319 -2.29562
H 1.04358 1.36564 -2.84082
H 1.31614 -2.20534 2.07706
H -0.35413 -2.38512 2.62212
H 0.57917 -4.60847 1.98386
H -0.73838 -4.15214 0.92012
H 2.25676 -4.07175 0.38796
H 1.02383 -4.95079 -0.51483
H 1.66265 -2.92331 -1.71450
*
```

Atomic partial charges in e from the Löwdin method, atoms 1 to 4: atom 1 (C): -0.05, atom 2 (C): -0.19, atom 3 (O): 0.01, atom 4 (C): -0.45



(4)
A single C22H31N3OS molecule. Source: OMol25; level of theory: ωB97M-V/def2-TZVPD.

The calculation puts the max |F| at 0.968 eV/A. The value obtained for the energy is -40670.43079 eV. The calculation puts the LUMO energy at 0.021 Ha. Its SMILES is Cc1cccc(C)c1NC(=S)N(CCCN1CCCCC1)Cc1ccco1. The HOMO-LUMO gap comes out at 8.3 eV. The value obtained for the energy above the lowest of the compared OMol25 structures with the same formula, charge and spin is 32.2 kJ/mol.

The geometry in ORCA input format:
```
! RIJCOSX wB97M-V def2-TZVPD def2/J DEFGRID3
* xyz 0 1
C -2.96644 -1.94378 2.28184
C -3.81672 -1.12135 1.35916
C -5.19902 -1.21776 1.38187
C -5.96980 -0.46560 0.51376
C -5.36395 0.40073 -0.37603
C -3.98246 0.53227 -0.41862
C -3.33529 1.48572 -1.37173
C -3.21723 -0.24894 0.44825
N -1.80642 -0.12028 0.45029
C -1.00445 -0.56088 -0.55097
S -1.64246 -1.37777 -1.84769
N 0.32637 -0.33699 -0.43831
C 1.19884 -0.63862 -1.55540
C 1.79790 -2.04458 -1.47133
C 2.60548 -2.28841 -0.19430
N 3.52361 -1.20560 0.12554
C 4.60651 -1.07263 -0.83526
C 5.40169 0.19804 -0.54958
C 5.98373 0.14516 0.85814
C 4.85167 -0.09200 1.85103
C 4.07127 -1.34559 1.46511
C 0.91210 0.44708 0.63958
C 0.65220 1.90821 0.45303
C -0.31057 2.74771 0.93502
C -0.07822 4.00793 0.33088
C 1.00220 3.83951 -0.47599
O 1.45086 2.57624 -0.40890
H -3.57204 -2.68091 2.80204
H -2.48133 -1.31357 3.03019
H -2.19097 -2.46417 1.72053
H -5.67258 -1.89531 2.07755
H -7.04582 -0.55496 0.53326
H -5.96845 0.99175 -1.04840
H -2.95223 0.93744 -2.23282
H -2.49464 1.99590 -0.90292
H -4.05229 2.22311 -1.72315
H -1.39123 0.07446 1.34914
H 0.61284 -0.56785 -2.47608
H 1.99148 0.10951 -1.57909
H 2.41712 -2.20248 -2.35486
H 0.98628 -2.77256 -1.50563
H 3.13491 -3.25355 -0.28678
H 1.90921 -2.37572 0.64500
H 4.18383 -1.01750 -1.83896
H 5.28090 -1.94807 -0.79611
H 6.19614 0.30448 -1.28995
H 4.73485 1.05828 -0.63492
H 6.50538 1.07495 1.09122
H 6.70523 -0.67290 0.92466
H 5.24467 -0.20672 2.86269
H 4.17630 0.76605 1.84165
H 3.24408 -1.49421 2.16560
H 4.73511 -2.22677 1.53597
H 1.98854 0.25350 0.60596
H 0.53546 0.11826 1.61300
H -1.08543 2.51381 1.63678
H -0.64193 4.90565 0.47924
H 1.52803 4.51407 -1.12174
*
```

Atomic partial charges in e from the Löwdin method, atoms 1 to 4: atom 1 (C): -0.04, atom 2 (C): -0.21, atom 3 (C): -0.05, atom 4 (C): -0.08